Entry 1:
Computed, not measured: a gas-phase ion, C23H34N (charge +1) at a distorted geometry, with ωB97M-V with the def2-TZVPD basis set.

```
! RIJCOSX wB97M-V def2-TZVPD def2/J DEFGRID3
* xyz 1 1
C 0.19766 -0.40135 -3.31571
N 1.17133 -0.24117 -2.21060
C 0.75974 -0.25900 -0.79634
C -0.03334 -1.52660 -0.45415
C -1.54050 -1.45659 -0.76734
C -2.21047 -2.83770 -0.78754
C -2.29053 -0.40222 0.04998
C -2.38299 -0.47532 1.45601
C -1.82613 -1.59595 2.28958
C -3.04751 0.53401 2.14826
C -3.71448 1.56460 1.49084
C -4.48321 2.57800 2.28142
C -3.66018 1.60624 0.09854
C -2.97192 0.63753 -0.62489
C -3.00825 0.74261 -2.13080
C 2.04507 0.03660 -0.00358
C 2.44315 1.39228 0.01031
C 1.53390 2.49335 -0.48800
C 3.70540 1.74429 0.47407
C 4.59121 0.78914 0.96378
C 5.95523 1.19740 1.42160
C 4.16118 -0.53353 1.02406
C 2.90775 -0.93889 0.55582
C 2.59721 -2.40253 0.71402
H -0.22675 0.58196 -3.53615
H 0.72390 -0.78086 -4.20231
H -0.56443 -1.12157 -3.01952
H 1.86878 -0.99369 -2.29243
H 1.69029 0.63769 -2.38642
H 0.06699 0.58882 -0.68094
H 0.08007 -1.70763 0.62455
H 0.42413 -2.38260 -0.98701
H -1.61742 -1.11094 -1.79988
H -3.20669 -2.74237 -1.23711
H -1.63049 -3.53106 -1.41151
H -2.33562 -3.28845 0.20199
H -2.06399 -2.58986 1.89853
H -0.73989 -1.52148 2.44459
H -2.27333 -1.53343 3.29098
H -3.07549 0.49459 3.23882
H -4.92163 3.33165 1.61872
H -5.29359 2.09786 2.84863
H -3.83690 3.08411 3.01155
H -4.17513 2.40582 -0.44165
H -3.64149 1.59284 -2.41623
H -2.01783 0.93502 -2.57120
H -3.44125 -0.14688 -2.61386
H 2.03056 3.45763 -0.31408
H 1.32612 2.44613 -1.57340
H 0.57120 2.52069 0.04837
H 4.00624 2.79522 0.45738
H 6.47520 0.36158 1.89276
H 6.56150 1.54855 0.57870
H 5.89770 2.02175 2.14082
H 4.83227 -1.27844 1.45677
H 3.50235 -2.94809 1.01824
H 1.86361 -2.57979 1.51541
H 2.24168 -2.88996 -0.20242
*
```

Its energy above the lowest of the compared OMol25 structures with the same formula, charge and spin is 0.00 kJ/mol. The structure (SMILES) is C[NH2+][C@@H](C[C@@H](C)c1c(C)cc(C)cc1C)c1c(C)cc(C)cc1C. The value obtained for the orbital gap is 8.48 eV. The HOMO energy is -11.2 eV. For the LUMO energy, the calculation gives -2.717 eV.

=====

Entry 2:
Computed, not measured: a single C23H34N2O4 molecule, with ωB97M-V with the def2-TZVPD basis set.

```
! RIJCOSX wB97M-V def2-TZVPD def2/J DEFGRID3
* xyz 0 1
C -3.00515 -2.47170 0.37560
C -4.11255 -1.97168 -0.54371
C -4.14903 -0.43494 -0.60380
C -5.20836 0.08997 -1.58416
C -6.62694 -0.09757 -1.05288
C -6.74767 0.55382 0.32113
C -5.69911 -0.03037 1.26309
N -4.37262 0.14460 0.70564
C -3.42747 0.76386 1.45164
O -3.63181 1.11562 2.60128
C -2.10677 1.02711 0.79745
C -0.95779 0.42807 1.29070
C 0.28569 0.71558 0.75465
C 0.39951 1.63294 -0.28456
O 1.55373 1.99162 -0.90669
C 2.78960 1.44278 -0.48309
C 3.31953 2.13265 0.78670
C 4.85424 2.12883 0.78131
N 5.34781 0.92739 0.13906
C 5.85232 -0.05985 0.91025
O 5.96845 0.06240 2.11655
C 6.28529 -1.35290 0.22994
C 5.15877 -2.37988 0.34753
O 4.03624 -1.94489 -0.39258
C 2.91819 -2.77916 -0.23419
C 5.06069 0.84457 -1.28073
C 3.79706 1.64320 -1.61493
C -0.75496 2.25597 -0.76589
C -1.98907 1.95875 -0.23123
H -2.03493 -2.11904 0.03134
H -2.99123 -3.55892 0.39665
H -3.15861 -2.11071 1.38994
H -5.07053 -2.36390 -0.20294
H -3.94326 -2.34372 -1.55603
H -3.16432 -0.10528 -0.95003
H -5.09104 -0.41604 -2.54370
H -5.03185 1.15632 -1.74328
H -6.86229 -1.16073 -0.97857
H -7.33992 0.35129 -1.74713
H -7.74232 0.39071 0.73796
H -6.58809 1.63019 0.23025
H -5.70853 0.48124 2.22770
H -5.89923 -1.09377 1.43335
H -1.03594 -0.27303 2.10811
H 1.15339 0.22352 1.16400
H 2.68504 0.36213 -0.31823
H 2.95034 1.62333 1.67667
H 2.95117 3.15960 0.80771
H 5.24563 2.99541 0.24145
H 5.24192 2.14316 1.80059
H 6.57076 -1.20961 -0.80928
H 7.14172 -1.73407 0.78736
H 4.88621 -2.49413 1.40709
H 5.49545 -3.35863 -0.02957
H 2.59633 -2.81668 0.81381
H 3.13345 -3.80049 -0.57124
H 2.12192 -2.35703 -0.84498
H 5.91213 1.23002 -1.85762
H 4.88476 -0.19624 -1.54817
H 3.37263 1.28469 -2.55238
H 4.00338 2.70767 -1.72712
H -0.65181 2.97619 -1.56228
H -2.87017 2.45971 -0.60553
*
```

Its energy above the lowest of the compared OMol25 structures with the same formula, charge and spin is 102.25 kJ/mol. The structure (SMILES) is CC[C@H]1CCCCN1C(=O)c1ccc(OC2CCN(C(=O)CCOC)CC2)cc1. The value obtained for the orbital gap is 9.08 eV. The HOMO energy is -8.4 eV. For the LUMO energy, the calculation gives 0.641 eV.

=====

Entry 3:
Computed, not measured: a single C23H34N4O2 molecule, with ωB97M-V with the def2-TZVPD basis set.

```
! RIJCOSX wB97M-V def2-TZVPD def2/J DEFGRID3
* xyz 0 1
C 6.36989 0.20358 1.03681
O 5.21319 -0.48685 0.63261
C 4.20322 0.21814 0.04101
C 4.22422 1.59053 -0.17416
C 3.14200 2.22543 -0.76140
C 2.02794 1.51008 -1.16555
C 0.83315 2.17940 -1.78811
N -0.38703 1.75290 -1.13157
C -1.59468 2.16084 -1.82167
C -2.79892 1.38874 -1.23533
N -2.56404 0.91782 0.12216
C -1.93290 -0.40836 0.15071
C -2.86490 -1.43942 -0.40700
C -2.61961 -2.23563 -1.44170
C -1.34431 -2.20495 -2.23661
C -3.61241 -3.27132 -1.87949
C -1.83631 1.95629 0.84397
C -1.80258 1.73302 2.35809
C -3.21462 1.70195 2.95187
O -3.96856 0.60220 2.52434
C -0.41927 2.15201 0.26677
C 2.02119 0.13537 -0.96700
C 3.07975 -0.51680 -0.36368
C 2.98832 -2.00171 -0.10810
N 1.82411 -2.30870 0.68190
C 1.56472 -1.89973 1.93842
C 0.32823 -2.40069 2.27443
C -0.08407 -3.10425 1.13625
N 0.82865 -3.03322 0.18474
H 6.14476 0.95693 1.79862
H 7.02801 -0.55211 1.46314
H 6.87037 0.68082 0.18846
H 5.07498 2.18217 0.12439
H 3.17612 3.29616 -0.90275
H 0.95975 3.27788 -1.75127
H 0.76406 1.88415 -2.84115
H -1.75746 3.25143 -1.73803
H -1.48653 1.92457 -2.88250
H -3.03440 0.52042 -1.85097
H -3.67736 2.04435 -1.22286
H -0.97993 -0.41423 -0.38294
H -1.74288 -0.66091 1.19623
H -3.80918 -1.51826 0.11610
H -0.54145 -2.68260 -1.67329
H -1.47041 -2.74029 -3.17477
H -1.04331 -1.18315 -2.45987
H -3.92880 -3.08312 -2.90575
H -3.15404 -4.25954 -1.85096
H -4.49084 -3.27388 -1.23929
H -2.41107 2.87727 0.67014
H -1.24499 2.55381 2.81368
H -1.28690 0.80273 2.59841
H -3.73082 2.64211 2.69509
H -3.16019 1.63225 4.04254
H -3.85019 0.54076 1.55958
H -0.11615 3.20816 0.39224
H 0.29901 1.53081 0.81043
H 1.16070 -0.43879 -1.27460
H 3.89013 -2.34307 0.40670
H 2.87893 -2.54857 -1.04831
H 2.26264 -1.30014 2.48768
H -0.19979 -2.28360 3.19861
H -0.99711 -3.64121 0.97456
*
```

Its energy above the lowest of the compared OMol25 structures with the same formula, charge and spin is 336.04 kJ/mol. The structure (SMILES) is COc1ccc(CN2CCN(CC=C(C)C)[C@@H](CCO)C2)cc1Cn1cccn1. The value obtained for the orbital gap is 8.94 eV. The HOMO energy is -8.3 eV. For the LUMO energy, the calculation gives 0.660 eV.

=====

Entry 4:
Computed, not measured: a molecular structure, C23H34N8OPReS, with ωB97M-V with the def2-TZVPD basis set.

```
! RIJCOSX wB97M-V def2-TZVPD def2/J DEFGRID3
* xyz 4 1
Re -0.43340 0.60207 0.16039
C -2.22034 -2.47863 3.75259
N -1.42780 -2.49098 2.49591
C -1.35654 -3.68702 1.72611
C -1.11149 -3.60897 0.41212
N -0.74801 -2.38709 -0.14499
C -0.90317 -1.42931 1.98725
S -1.07686 0.24866 2.34399
C -0.91592 -1.95430 -1.43510
C -1.18955 -2.76036 -2.53766
C -1.26945 -2.16703 -3.77742
C -1.08563 -0.78443 -3.90776
C -0.85376 -0.04949 -2.77823
N -0.77129 -0.61842 -1.54756
H -2.41326 -3.50647 4.04202
H -3.16433 -1.96664 3.57356
H -1.64165 -1.98285 4.52832
H -1.60374 -4.60072 2.24171
H -1.18339 -4.47808 -0.22737
H -1.30965 -3.82851 -2.42286
H -1.46265 -2.77463 -4.65268
H -1.13078 -0.30018 -4.87297
H -0.72264 1.02551 -2.81920
C 4.76545 2.38091 -0.13878
N 3.67177 1.42923 -0.44436
C 4.04329 0.19659 -1.17429
C 2.43257 1.65209 -0.09696
N 1.46494 0.71294 -0.25936
N 2.12313 2.86884 0.46388
C 0.92201 3.28200 0.97712
N 0.89756 4.49556 1.50101
N -0.13958 2.49392 0.93799
H 5.70239 1.83519 -0.18257
H 4.66908 2.76357 0.87695
H 4.79136 3.18588 -0.87508
H 5.03718 0.34052 -1.58460
H 3.35941 0.03159 -2.00647
H 4.05390 -0.65784 -0.49517
H 1.87047 -0.15757 -0.59878
H 2.87453 3.54477 0.48120
H 1.71314 5.09053 1.55166
H 0.06069 4.86762 1.92628
H -0.94107 2.93431 1.37777
C -4.59771 1.97275 0.59377
P -3.54782 1.87587 -0.83876
C -3.16341 3.51456 -1.43377
C -4.36710 0.94308 -2.10983
O -2.21666 1.12275 -0.43974
H -5.49845 2.53304 0.32639
H -4.10327 2.49420 1.41385
H -4.89825 0.97526 0.91578
H -3.97016 3.85037 -2.08979
H -2.23826 3.51459 -2.01097
H -3.08645 4.22283 -0.60842
H -5.32397 1.41916 -2.33944
H -4.55844 -0.07450 -1.76682
H -3.76472 0.91989 -3.01840
C -0.08027 -1.46780 0.75404
C 1.36580 -1.86061 1.02793
C 2.06233 -2.61633 0.08531
C 3.38605 -2.97767 0.31744
C 4.02073 -2.58360 1.48624
C 3.33210 -1.81886 2.42350
C 2.01477 -1.45234 2.19457
H 1.58202 -2.95818 -0.82312
H 3.90841 -3.58955 -0.40641
H 5.04171 -2.88581 1.67877
H 3.82056 -1.52494 3.34330
H 1.50353 -0.86087 2.94694
*
```

Its energy above the lowest of the compared OMol25 structures with the same formula, charge and spin is 77.62 kJ/mol. The value obtained for the orbital gap is 6.19 eV. The HOMO energy is -19.4 eV. For the LUMO energy, the calculation gives -13.200 eV.

=====

| no. | calculated total energy (hartree) |
| --- | --- |
| 1 | -951.34309 |
| 2 | -1307.31512 |
| 3 | -1266.26667 |
| 4 | -2226.64957 |